<i>
The following is a DFT calculation (ωB97M-V/def2-TZVPD) of C2H2I4 as an isolated structure.

Geometry as ORCA input:
```
! RIJCOSX wB97M-V def2-TZVPD def2/J DEFGRID3
* xyz 0 1
C 1.0813 0.3409 0.2895
C -1.0340 -0.2859 -0.1926
I 2.2355 -1.4483 -0.0065
I 0.9265 1.1362 2.2100
I -1.0993 -1.8023 -1.6608
I -2.0435 1.4911 -0.8200
H 1.3391 1.0102 -0.5637
H -1.4055 -0.4419 0.7441
*
```

The frontier orbital gap is 0.2986 Eh. The lowest unoccupied orbital energy comes out at -0.02495 Ha.

=====

<ii>
The following is a DFT calculation (ωB97M-V/def2-TZVPD) of C2H2I4 as an isolated structure.

Geometry as ORCA input:
```
! RIJCOSX wB97M-V def2-TZVPD def2/J DEFGRID3
* xyz 0 1
C 1.2023 0.1634 -0.5784
C -1.5231 0.0477 0.6612
I 2.1759 -1.3731 0.4215
I 1.6255 2.1494 -0.2096
I -2.4365 -1.5426 -0.3313
I -2.0836 2.0088 0.2204
H 0.9269 -0.0704 -1.5850
H -1.3905 -0.1229 1.7168
*
```

The frontier orbital gap (spin up / spin down) is 0.2767 / 0.2662 Eh. The lowest unoccupied orbital energy (spin up / spin down) comes out at -0.02947 / -0.03512 Ha.

=====

What should be chosen as the least stable of them? Choose <ii>.

=====

<i>
The following is a DFT calculation (ωB97M-V/def2-TZVPD) of C22H35NO3P2SW as an isolated structure.

Geometry as ORCA input:
```
! RIJCOSX wB97M-V def2-TZVPD def2/J DEFGRID3
* xyz 2 3
P -0.4251 -2.5981 -4.2064
P 0.4725 0.8623 -4.6898
C -1.0328 -1.4270 -5.5252
C 0.0870 -0.5028 -5.9714
H -1.9126 -0.8978 -5.1136
H -1.3756 -2.0436 -6.3689
H 1.0452 -1.0166 -6.1314
H -0.1609 -0.0105 -6.9216
C -0.7966 2.0566 -5.3220
H -0.6151 3.0671 -4.9412
H -1.8196 1.7680 -5.0610
H -0.7309 2.0933 -6.4173
C 1.7777 1.5687 -5.8161
H 1.4322 1.6104 -6.8551
H 2.6783 0.9462 -5.7650
H 2.0438 2.5881 -5.5193
C -1.5354 -4.0335 -4.5600
H -1.5613 -4.7208 -3.7102
H -1.1605 -4.5487 -5.4527
H -2.5412 -3.6432 -4.7490
C 1.2580 -3.1247 -4.7521
H 1.9780 -2.3029 -4.6669
H 1.2366 -3.4601 -5.7973
H 1.6180 -3.9516 -4.1303
W -0.4227 -1.8352 -2.1650
C -0.1189 4.3512 -2.2427
C -1.1246 3.5013 -2.4836
C -1.1203 2.0373 -2.0582
C 0.2757 1.3763 -2.0911
C 1.1484 1.8918 -3.2468
C 2.2251 2.6633 -3.0757
C 2.3473 3.4759 -1.8229
C 1.0158 4.1189 -1.2785
C 0.5708 -3.4766 -1.3580
H -0.0990 5.3259 -2.7434
H -2.0527 3.8688 -2.9438
H -1.8061 1.4380 -2.6849
H -1.5187 1.9286 -1.0340
H 0.7778 1.5258 -1.1309
H 0.1308 0.0691 -2.1370
H -2.0661 -2.0528 -1.8460
H 3.0528 2.7283 -3.8212
H 3.0606 4.2886 -1.9976
H 2.7611 2.8824 -0.9909
H 0.6580 3.5229 -0.4233
H 1.2833 5.1093 -0.8676
H 1.3012 -3.0307 -0.6717
H 1.0023 -4.2214 -2.0300
H -0.2345 -3.9360 -0.7562
O 1.8485 0.3041 0.2808
S 1.0405 -0.7972 0.7714
O 1.6967 -2.0428 1.1039
N -0.4748 -1.0227 -0.1514
C -1.6182 -0.8280 0.6190
O -2.7586 -1.0566 0.1789
C -1.2668 -0.3473 1.9610
C -2.1582 -0.0152 2.9938
C -1.6442 0.4153 4.2221
C -0.2513 0.5325 4.4118
C 0.6353 0.2169 3.3675
C 0.0915 -0.2471 2.1674
H -3.2307 -0.1018 2.8012
H -2.3261 0.6511 5.0482
H 0.1341 0.8803 5.3693
H 1.7086 0.3145 3.4749
*
```

The frontier orbital gap (spin up / spin down) is 0.2148 / 0.2124 Eh. The lowest unoccupied orbital energy (spin up / spin down) comes out at -0.31534 / -0.31805 Ha.

=====

<ii>
The following is a DFT calculation (ωB97M-V/def2-TZVPD) of C22H35NO3P2SW as an isolated structure.

Geometry as ORCA input:
```
! RIJCOSX wB97M-V def2-TZVPD def2/J DEFGRID3
* xyz 2 3
P 3.7699 3.2319 -2.4394
P 0.4662 3.7007 -4.5071
C 3.2497 3.6675 -4.1295
C 2.0408 4.5669 -4.3624
H 3.1766 2.7086 -4.6628
H 4.1158 4.1762 -4.5869
H 1.9566 5.3100 -3.5636
H 2.1640 5.0875 -5.3202
C 0.5428 2.9209 -6.1438
H -0.3048 2.2375 -6.2599
H 1.4710 2.3560 -6.2842
H 0.4701 3.6606 -6.9459
C -0.7285 5.0452 -4.5201
H -0.7801 5.5252 -5.5082
H -0.4425 5.7966 -3.7702
H -1.7119 4.6384 -4.2527
C 5.4655 2.7321 -2.8867
H 5.9833 2.2201 -2.0665
H 6.0590 3.6137 -3.1822
H 5.4279 2.0603 -3.7582
C 3.8283 4.6898 -1.3700
H 2.9994 5.3803 -1.5774
H 4.7578 5.2567 -1.5136
H 3.8031 4.4259 -0.3041
W 0.3645 1.0161 0.0079
C -1.2668 1.7128 -1.4898
C -0.5519 0.9170 -2.3714
C 0.7345 1.2390 -3.0291
C 2.0058 0.7671 -2.2586
C 2.8078 1.8824 -1.5620
C 1.8383 2.4760 -0.5394
C 0.6937 3.3765 -0.9950
C -0.7575 2.9301 -0.7524
C 1.4974 0.4006 1.6561
H -2.3034 1.4520 -1.2668
H -1.0475 0.0025 -2.7083
H 0.7971 2.3418 -3.3063
H 0.7759 0.7327 -4.0165
H 1.6806 0.0042 -1.4945
H 2.6384 0.2005 -2.9701
H 3.6300 1.3774 -1.0208
H 2.3251 2.9197 0.3408
H 0.8103 3.6992 -2.0376
H 0.8008 4.3340 -0.4411
H -0.9121 2.7446 0.3500
H -1.4345 3.7819 -0.9371
H 0.8027 0.6147 2.4970
H 2.3753 1.0586 1.7194
H 1.7783 -0.6647 1.6761
O -3.6857 0.1229 1.2944
S -2.4735 -0.3224 1.9422
O -2.0084 0.1950 3.2071
N -1.0656 -0.3433 0.6633
C -0.8444 -1.6378 0.2180
O -0.1511 -1.9473 -0.7730
C -1.5302 -2.6260 1.0814
C -1.2657 -4.0004 1.0258
C -1.8816 -4.8300 1.9596
C -2.8002 -4.3184 2.8903
C -3.0995 -2.9525 2.8816
C -2.4311 -2.1117 1.9929
H -0.5826 -4.3852 0.2667
H -1.6645 -5.8945 1.9699
H -3.2756 -4.9843 3.6165
H -3.8376 -2.5319 3.5480
*
```

The frontier orbital gap (spin up / spin down) is 0.2048 / 0.2140 Eh. The lowest unoccupied orbital energy (spin up / spin down) comes out at -0.28675 / -0.27751 Ha.

=====

What should be chosen as the least stable of them? Choose <i>.

=====

<i>
The following is a DFT calculation (ωB97M-V/def2-TZVPD) of C4H8NS as an isolated structure.

Geometry as ORCA input:
```
! RIJCOSX wB97M-V def2-TZVPD def2/J DEFGRID3
* xyz 1 1
C 0.6407 -1.3788 -0.3145
C -1.7612 0.2201 -0.9816
C -0.6431 0.6194 -0.1235
C 1.5403 0.3587 0.9385
N 0.4969 -0.1096 0.0962
S -2.7853 0.0523 0.5277
H 1.7133 -1.5980 -0.2234
H -0.2357 -1.8661 -0.7124
H -2.2162 1.0452 -1.5098
H -1.4814 -0.7190 -1.4282
H -0.6443 1.6376 0.4500
H 1.9775 -0.3278 1.5337
H 1.1843 1.1342 1.5660
H 2.2141 0.9317 0.1812
*
```

The frontier orbital gap (spin up / spin down) is 0.2697 / 0.2460 Eh. The lowest unoccupied orbital energy (spin up / spin down) comes out at -0.23198 / -0.24684 Ha.

=====

<ii>
The following is a DFT calculation (ωB97M-V/def2-TZVPD) of C4H8NS as an isolated structure.

Geometry as ORCA input:
```
! RIJCOSX wB97M-V def2-TZVPD def2/J DEFGRID3
* xyz 1 1
C -1.3565 -0.5161 -0.3457
C 0.1035 -1.0978 -0.4451
C -1.3587 0.9543 0.0689
C 2.2409 -0.0407 0.7169
N -0.2859 1.6231 -0.0631
S 1.3799 0.2363 -0.6212
H -1.9388 -0.6296 -1.2747
H -1.9938 -1.1117 0.2599
H 0.4689 -1.9843 0.2488
H 0.0742 -1.7071 -1.3552
H -2.2745 1.4165 0.3874
H 3.0531 0.7739 0.7186
H -0.0388 2.5733 0.0437
H 1.9266 -0.4901 1.6608
*
```

The frontier orbital gap is 0.3397 Eh. The lowest unoccupied orbital energy comes out at -0.16872 Ha.

=====

What should be chosen as the least stable of them? Choose <i>.

=====

<i>
The following is a DFT calculation (ωB97M-V/def2-TZVPD) of one molecule with the formula CH4N2Si.

Geometry as ORCA input:
```
! RIJCOSX wB97M-V def2-TZVPD def2/J DEFGRID3
* xyz 0 1
N 2.7585 -0.0691 -0.5132
C 1.6460 -0.0508 -0.2351
Si -0.1880 -0.5868 0.3373
N -0.9592 0.8250 -0.3182
H -0.5344 -1.9324 0.2403
H -0.0059 -0.5134 1.8102
H -1.9505 0.9568 -0.1586
H -0.7662 1.3708 -1.1627
*
```

The frontier orbital gap is 0.4009 Eh. As for the structure (SMILES): N#C[SiH2]N. The lowest unoccupied orbital energy comes out at 0.01022 Ha.

=====

<ii>
The following is a DFT calculation (ωB97M-V/def2-TZVPD) of a 2-piece molecular cluster, CH4N2Si overall.

Geometry as ORCA input:
```
! RIJCOSX wB97M-V def2-TZVPD def2/J DEFGRID3
* xyz 0 1
N -1.0190 -0.9780 -0.1026
Si -1.6534 0.4910 0.2677
H -1.5155 -1.7611 -0.5132
H -2.8640 0.7720 -0.3815
H -0.8807 1.3600 1.0897
C 2.6199 0.0662 -0.1413
N 3.7401 0.0161 0.0193
H 1.5726 0.0338 -0.2382
*
```

The frontier orbital gap is 0.3463 Eh. As for the structure (SMILES): N=[SiH2].C#N. The lowest unoccupied orbital energy comes out at -0.01772 Ha.

=====

<iii>
The following is a DFT calculation (ωB97M-V/def2-TZVPD) of one molecule with the formula CH4N2Si.

Geometry as ORCA input:
```
! RIJCOSX wB97M-V def2-TZVPD def2/J DEFGRID3
* xyz 0 1
C 0.7218 -0.4235 -0.1890
N 1.6307 -0.3259 0.6484
N -2.2635 -0.6517 0.3254
Si -1.0398 0.4289 0.0296
H 2.5112 -0.6352 0.4800
H 0.7463 -1.0038 -1.0713
H -1.2820 1.2748 -1.2826
H -1.0246 1.3365 1.0596
*
```

The frontier orbital gap (spin up / spin down) is 0.2732 / 0.2752 Eh. The lowest unoccupied orbital energy (spin up / spin down) comes out at -0.08087 / -0.07350 Ha.

=====

<iv>
The following is a DFT calculation (ωB97M-V/def2-TZVPD) of one molecule with the formula CH4N2Si.

Geometry as ORCA input:
```
! RIJCOSX wB97M-V def2-TZVPD def2/J DEFGRID3
* xyz 0 1
C -0.7611 0.3954 -0.3900
N -1.8156 0.0716 0.1723
N 2.2667 0.1671 -0.7858
Si 1.1048 -0.3726 0.2351
H -2.7942 0.3419 0.2416
H -0.5836 1.1574 -1.1477
H 1.2328 -1.7918 0.0089
H 1.3503 0.0309 1.6656
*
```

The frontier orbital gap (spin up / spin down) is 0.2499 / 0.2670 Eh. The lowest unoccupied orbital energy (spin up / spin down) comes out at -0.07763 / -0.05872 Ha.

=====

What should be chosen as the least stable of them? Choose <iv>.

=====

<i>
The following is a DFT calculation (ωB97M-V/def2-TZVPD) of a 2-piece molecular cluster, C4H8N3S overall.

Geometry as ORCA input:
```
! RIJCOSX wB97M-V def2-TZVPD def2/J DEFGRID3
* xyz 1 1
C 0.7130 -1.6124 0.0508
C 1.9420 -0.0536 -1.1991
C -0.2608 0.5101 -0.1394
C -2.2757 0.7870 1.6600
N -0.2135 -0.7911 0.3380
N 1.6855 -1.3149 -0.8906
N 0.9942 0.8350 -1.0100
S -0.7336 1.6626 1.0894
H 0.7258 -2.5467 0.5496
H 2.9028 0.2363 -1.6410
H -1.5511 0.2015 -1.7093
H -2.0648 0.0102 2.2691
H -2.6461 0.4741 0.6167
H -2.8248 1.7070 2.0642
H 2.5052 -1.9728 -0.9283
H 1.1020 1.8678 -1.1201
*
```

The frontier orbital gap (spin up / spin down) is 0.2757 / 0.2906 Eh. The lowest unoccupied orbital energy (spin up / spin down) comes out at -0.17276 / -0.17351 Ha.

=====

<ii>
The following is a DFT calculation (ωB97M-V/def2-TZVPD) of an isolated ion of composition C4H8N3S and charge +1.

Geometry as ORCA input:
```
! RIJCOSX wB97M-V def2-TZVPD def2/J DEFGRID3
* xyz 1 1
C 0.2264 -0.1786 -0.6507
C -0.7742 -0.7481 0.1516
C 0.5882 -0.6690 -2.0426
C 0.9498 1.1954 -0.4219
N 1.1532 1.9115 0.7052
N -2.0914 -0.8398 1.9148
N -1.1627 -0.2198 1.2555
S 2.1103 -0.5177 -0.9640
H -1.0838 -1.7305 -0.1932
H 0.3420 -1.7215 -2.2969
H 0.5500 0.0960 -2.9056
H 1.3556 1.7796 -1.3429
H 1.1060 1.5177 1.6876
H 1.9246 2.4919 0.6246
H -2.5733 -1.7877 1.7546
H -2.6207 -0.5794 2.7240
*
```

The frontier orbital gap is 0.3165 Eh. The lowest unoccupied orbital energy comes out at -0.15230 Ha.

=====

What should be chosen as the least stable of them? Choose <i>.